No. 1
{
  "formula": "C8H31N14O8",
  "method": "ωB97M-V/def2-TZVPD",
  "symbols": ["C", "O", "H", "H", "H", "C", "O", "N", "N", "H", "H", "H", "H", "C", "O", "N", "N", "H", "H", "H", "H", "C", "O", "N", "N", "H", "H", "H", "H", "C", "O", "N", "N", "H", "H", "H", "H", "C", "O", "N", "N", "H", "H", "H", "H", "C", "O", "N", "N", "H", "H", "H", "H", "C", "O", "N", "N", "H", "H", "H", "H"],
  "xyz": [[0.37412, -0.86349, -0.34733], [0.88119, 0.40747, -0.67510], [1.03770, -1.51626, -0.93866], [0.39229, -1.29286, 0.66655], [-0.64231, -1.06213, -0.73260], [-1.11896, -4.02483, 2.58182], [-0.63007, -4.36959, 3.64807], [-0.53191, -4.20772, 1.37915], [-2.37704, -3.47698, 2.46947], [-0.88480, -3.84024, 0.51640], [0.31894, -4.73647, 1.29447], [-2.87891, -3.48847, 1.60592], [-2.78854, -3.06073, 3.28505], [3.95740, 2.78835, -0.46738], [5.01113, 3.32089, -0.11600], [3.78957, 2.24458, -1.70498], [2.97150, 2.45634, 0.40858], [4.54768, 2.49538, -2.31459], [3.04733, 1.59667, -1.88268], [2.89988, 2.99850, 1.25159], [2.13509, 1.94981, 0.14739], [4.30168, -1.24155, -0.10496], [5.43410, -1.68308, 0.09988], [3.65786, -1.33096, -1.30422], [3.60759, -0.57301, 0.84705], [3.98317, -1.94569, -2.02315], [2.85382, -0.75089, -1.49046], [3.97487, -0.57078, 1.77801], [2.65187, -0.34390, 0.61935], [-0.55273, 0.88681, 3.25275], [-0.93727, 1.60473, 4.15641], [-0.04288, 1.33116, 2.07222], [-0.55294, -0.49144, 3.26107], [0.16552, 2.31680, 2.08563], [0.34125, 0.75741, 1.33297], [-0.35038, -1.07037, 2.46910], [-1.04425, -0.97260, 3.99708], [-4.25361, 0.01259, 1.06552], [-4.51797, 0.78908, 1.98053], [-3.11222, -0.75042, 1.02819], [-5.15400, -0.38039, 0.11910], [-3.02156, -1.22536, 0.14880], [-2.37680, -0.77092, 1.71657], [-5.97250, 0.16227, -0.07354], [-5.00836, -1.32995, -0.15891], [0.79573, 0.90962, -4.16027], [0.75248, 1.25129, -5.34249], [0.73866, 1.83271, -3.15685], [0.64738, -0.37567, -3.72641], [0.53848, 2.76338, -3.47209], [0.91850, 1.55149, -2.19767], [0.23567, -1.06034, -4.33183], [0.53665, -0.51921, -2.73298], [-2.82544, 2.38249, -1.05847], [-3.94685, 2.85050, -1.24418], [-2.24121, 1.49361, -1.90878], [-1.98975, 2.59868, 0.01198], [-1.25560, 1.28960, -1.85956], [-2.77500, 1.29845, -2.73846], [-1.50145, 1.74393, 0.21957], [-2.21377, 3.24172, 0.74837]],
  "lowdin_charge": [-0.341, -0.429, 0.046, 0.038, 0.050, -0.697, 0.027, 0.158, 0.141, 0.089, 0.111, 0.077, 0.102, -0.685, -0.006, 0.164, 0.149, 0.105, 0.054, 0.097, 0.043, -0.680, -0.009, 0.156, 0.172, 0.098, 0.048, 0.108, 0.049, -0.674, 0.038, 0.159, 0.147, 0.105, 0.037, 0.046, 0.100, -0.671, 0.024, 0.153, 0.149, 0.072, 0.060, 0.107, 0.082, -0.675, -0.005, 0.140, 0.159, 0.110, 0.035, 0.097, 0.041, -0.682, 0.001, 0.153, 0.157, 0.051, 0.102, 0.047, 0.103],
  "orbital_gap_ev": 8.43,
  "charge": -1,
  "de_lowest_kcal_mol": 0.0,
  "total_energy_ev": -46048.7714,
  "homo_energy_ev": -6.6593
}

=====

No. 2
{
  "formula": "C8H32B2O4S4Sn",
  "method": "ωB97M-V/def2-TZVPD",
  "symbols": ["Sn", "B", "H", "H", "H", "H", "B", "H", "H", "H", "H", "C", "S", "O", "C", "H", "H", "H", "H", "H", "H", "C", "S", "O", "C", "H", "H", "H", "H", "H", "H", "C", "S", "O", "C", "H", "H", "H", "H", "H", "H", "C", "S", "O", "C", "H", "H", "H", "H", "H", "H"],
  "xyz": [[1.83719, -0.75183, -0.54296], [2.98199, -0.28054, -5.10659], [3.48630, 0.23044, -5.91207], [2.21565, 0.29889, -4.61544], [2.53930, -1.14841, -5.57036], [3.73877, -0.55333, -4.38747], [5.07441, 2.29972, -0.17499], [5.39671, 1.34519, -0.56131], [4.49752, 2.88447, -0.87463], [4.48450, 2.15539, 0.71687], [5.95850, 2.79633, 0.19379], [0.85155, 6.11272, -2.40364], [-0.22424, 5.41972, -1.04952], [0.07743, 3.93923, -0.71137], [0.43183, 6.40956, 0.38203], [1.06222, 7.17841, -2.31405], [0.40257, 5.84432, -3.35993], [1.73583, 5.48078, -2.32123], [0.28553, 5.82339, 1.28928], [-0.09982, 7.35814, 0.45720], [1.51135, 6.51206, 0.27144], [-3.31772, -2.05054, 3.00225], [-2.44647, -0.72214, 3.99888], [-1.15065, -0.47230, 3.22337], [-3.42208, 0.69200, 3.46804], [-2.61660, -2.87651, 2.88269], [-3.73726, -1.72621, 2.04994], [-4.16069, -2.46377, 3.55610], [-4.45174, 0.79678, 3.80998], [-3.61943, 0.72250, 2.39649], [-2.95517, 1.62568, 3.78164], [-2.63873, -0.19888, -4.90149], [-3.69759, 0.02419, -3.47741], [-2.80933, -0.31178, -2.26582], [-4.64741, -1.48549, -3.64393], [-3.34804, -0.20046, -5.72913], [-1.98120, -1.06320, -4.80822], [-2.00129, 0.66056, -5.10916], [-5.37322, -1.32892, -2.84594], [-3.98931, -2.33072, -3.44246], [-5.25694, -1.59283, -4.54117], [1.26657, -6.76218, 4.31863], [2.54588, -5.57616, 3.64615], [1.85079, -4.84025, 2.46645], [2.56590, -4.41052, 5.11610], [0.32735, -6.30096, 4.62400], [1.73848, -7.29279, 5.14559], [1.16080, -7.52893, 3.55116], [3.54799, -3.94498, 5.19905], [2.50745, -4.81059, 6.12835], [1.86444, -3.58509, 4.99484]],
  "lowdin_charge": [1.384, -0.388, -0.066, -0.116, -0.099, -0.091, -0.347, -0.085, -0.081, -0.084, -0.046, -0.246, 0.824, -0.602, -0.252, 0.052, 0.040, 0.050, 0.045, 0.043, 0.049, -0.241, 0.849, -0.607, -0.291, 0.043, 0.050, 0.041, 0.052, 0.056, 0.053, -0.275, 0.832, -0.603, -0.280, 0.048, 0.068, 0.056, 0.040, 0.061, 0.057, -0.254, 0.862, -0.617, -0.257, 0.056, 0.042, 0.041, 0.034, 0.048, 0.050],
  "orbital_gap_ev": 3.37,
  "charge": 0,
  "total_energy_ev": -67511.2540,
  "homo_energy_ev": -7.9463
}

=====

No. 3
{
  "formula": "C8H32CaN9O11",
  "method": "ωB97M-V/def2-TZVPD",
  "symbols": ["Ca", "N", "O", "O", "O", "C", "O", "H", "H", "H", "H", "C", "O", "H", "H", "H", "H", "C", "O", "H", "H", "H", "H", "C", "O", "H", "H", "H", "H", "C", "O", "N", "N", "H", "H", "H", "H", "C", "O", "N", "N", "H", "H", "H", "H", "C", "O", "N", "N", "H", "H", "H", "H", "C", "O", "N", "N", "H", "H", "H", "H"],
  "xyz": [[23.34426, 9.82550, -11.63905], [20.32752, 9.05265, -9.84655], [20.28035, 8.13428, -9.07352], [21.29657, 9.16950, -10.59741], [19.47273, 9.97595, -9.86684], [21.38104, 6.47268, -5.57517], [20.57968, 6.29238, -6.69902], [21.13951, 5.73800, -4.80705], [22.41402, 6.23530, -5.82953], [21.37483, 7.55030, -5.41148], [20.38030, 7.08939, -7.19564], [18.50609, 10.40010, -6.70785], [18.78036, 10.50320, -5.24632], [19.33107, 10.85923, -7.25256], [18.41624, 9.38369, -7.09117], [17.62689, 11.01141, -6.91135], [17.90408, 10.47569, -4.85519], [22.86577, 10.80410, -8.05734], [23.58981, 10.78178, -9.26571], [22.73891, 9.78774, -7.68448], [23.32431, 11.42737, -7.28963], [21.83755, 11.07850, -8.29306], [24.18285, 11.52193, -9.41433], [16.28022, 11.14038, -11.02207], [17.37488, 11.87721, -10.39892], [15.42137, 11.79698, -10.88293], [16.59878, 10.82542, -12.01576], [16.23984, 10.23723, -10.41314], [18.00789, 11.20219, -10.14350], [18.94594, 8.58060, -12.98680], [19.37011, 9.66750, -13.31486], [19.59879, 7.53606, -12.62801], [17.70272, 8.27410, -13.08703], [18.99888, 6.87248, -12.15911], [20.59590, 7.56092, -12.46909], [17.19036, 7.45570, -12.79072], [17.14963, 9.01070, -13.50128], [21.53461, 12.86060, -11.41761], [22.45188, 12.07442, -11.52311], [20.35479, 12.57423, -10.96835], [21.68086, 14.10430, -11.71745], [19.52946, 13.09426, -11.23008], [20.21014, 11.66413, -10.55495], [22.50355, 14.27645, -12.27750], [20.84808, 14.67050, -11.79488], [16.35266, 6.97363, -9.16285], [15.57614, 6.10445, -8.88571], [16.40383, 8.16117, -8.64821], [17.34193, 6.79354, -9.90904], [15.66352, 8.56210, -8.09027], [17.14965, 8.79126, -8.90675], [17.58439, 5.85565, -10.19480], [18.16091, 7.36790, -9.76941], [23.73570, 7.01864, -9.42710], [23.85080, 8.04318, -10.06407], [22.66370, 6.51380, -9.07037], [24.72119, 6.28991, -8.97475], [21.87395, 6.99517, -9.47617], [22.61226, 5.92507, -8.25132], [24.43422, 5.42787, -8.53357], [25.66048, 6.57219, -9.21590]],
  "lowdin_charge": [1.670, -0.541, 0.026, -0.164, -0.024, -0.156, -0.133, 0.092, 0.055, 0.090, 0.034, -0.120, -0.129, 0.055, 0.048, 0.082, 0.062, -0.098, -0.218, 0.086, 0.104, 0.075, 0.094, -0.091, -0.158, 0.090, 0.064, 0.055, -0.002, -0.832, 0.036, 0.180, 0.174, 0.103, 0.106, 0.119, 0.121, -0.757, -0.106, 0.230, 0.199, 0.126, 0.071, 0.132, 0.134, -0.839, 0.075, 0.183, 0.171, 0.132, 0.070, 0.132, 0.077, -0.794, -0.093, 0.223, 0.195, 0.094, 0.128, 0.129, 0.131],
  "orbital_gap_ev": 7.10,
  "charge": 1,
  "de_lowest_kcal_mol": 0.0,
  "total_energy_ev": -63180.6988,
  "homo_energy_ev": -11.4532
}